Computed, not measured: a cluster of 2 separate species, C39H43N4 in total in a non-equilibrium geometry, with ωB97M-V/def2-TZVPD.

```
86
Properties=species:S:1:pos:R:3:lowdin_charge:R:1
C 6.32524 0.76420 -0.74187 -0.0499
C 5.04916 1.50115 -0.47334 -0.2655
C 3.96583 1.23684 -1.31687 0.0058
C 2.71475 1.71131 -0.96410 -0.1415
C 1.37431 1.50550 -1.59668 -0.0264
C 2.58489 2.49918 0.17416 -0.1297
N 1.21892 2.75496 0.39662 -0.0045
C 0.41326 1.86340 -0.43897 -0.2089
N -0.78872 2.67570 -0.71625 -0.0203
C -2.11297 2.13512 -0.59851 -0.1282
C -2.48150 1.38060 0.53474 -0.1795
C -1.55438 1.07796 1.67985 -0.0279
C -3.80720 0.93848 0.62010 -0.0264
C -4.80648 1.42110 -0.22758 -0.2643
C -6.24668 1.08502 0.03876 -0.0485
C -4.43176 2.25900 -1.28344 -0.0014
C -3.10195 2.62555 -1.47439 -0.2039
C -2.75346 3.58219 -2.56812 -0.0467
C -0.54304 3.96632 -0.24157 -0.0497
C 0.59670 3.98073 0.49769 -0.0523
C 3.67480 3.00244 0.88953 -0.1929
C 3.53016 4.08280 1.90927 -0.0485
C 4.91756 2.44706 0.55782 0.0074
H 7.06523 0.93435 0.04631 0.0791
H 6.12311 -0.31598 -0.79786 0.0522
H 6.76474 1.05585 -1.70829 0.0910
H 4.08637 0.63521 -2.22052 0.1168
H 0.14092 0.94373 0.06981 0.1029
H 1.18393 2.13962 -2.48715 0.1423
H 1.22857 0.46721 -1.89955 0.0625
H -2.14972 0.83451 2.57221 0.0919
H -0.94975 0.17814 1.49484 0.0451
H -0.88158 1.90462 1.94579 0.0915
H -4.06843 0.23207 1.40386 0.1144
H -6.91361 1.67957 -0.59859 0.0811
H -6.47736 0.02253 -0.13631 0.0656
H -6.50314 1.30160 1.08574 0.0871
H -5.18749 2.65208 -1.96768 0.1222
H -3.48117 3.46716 -3.38042 0.0820
H -2.80678 4.63118 -2.24166 0.0882
H -1.75123 3.39113 -2.96664 0.0811
H -1.22502 4.77657 -0.43397 0.1127
H 1.01390 4.78087 1.09346 0.1091
H 4.41332 4.11236 2.55467 0.0799
H 3.45840 5.07422 1.44051 0.0914
H 2.64984 3.95080 2.54430 0.0788
H 5.79743 2.74863 1.13100 0.1206
C -5.96507 -3.04346 0.86741 -0.0387
N -4.65489 -3.29870 1.42629 -0.1655
C -4.68050 -3.97264 2.70892 -0.0464
C -3.49496 -2.80603 0.90210 -0.1919
C -2.32688 -2.74802 1.70652 0.0129
C -1.17256 -2.17142 1.21545 -0.0313
C -1.05037 -1.76948 -0.13749 -0.2197
C 0.18967 -1.36796 -0.74037 0.0749
C 1.47146 -1.78162 -0.31421 -0.1076
C 2.64658 -1.87853 -1.18909 -0.1235
C 2.82491 -1.75007 -2.56164 -0.0240
C 4.06778 -2.11109 -3.11465 -0.0618
C 5.12401 -2.56813 -2.31140 -0.0624
C 4.95552 -2.70099 -0.92396 -0.0087
C 3.71660 -2.35871 -0.40391 -0.1617
N 3.22264 -2.60329 0.87656 -0.0567
C 3.94764 -3.26673 1.94388 0.0125
C 1.90700 -2.27828 0.93629 0.0608
C -2.23600 -1.80545 -0.92703 0.0050
C -3.41610 -2.31323 -0.43437 -0.0002
H -5.91592 -2.51864 -0.08987 0.0703
H -6.49187 -3.99711 0.72153 0.1020
H -6.57164 -2.43615 1.56028 0.1065
H -3.75712 -4.54147 2.86786 0.0898
H -4.79633 -3.26103 3.54297 0.1083
H -5.53026 -4.66648 2.72208 0.0994
H -2.34896 -3.11617 2.73695 0.1105
H -0.36202 -1.98620 1.91711 0.1001
H 0.10992 -1.05614 -1.78133 0.1205
H 1.99560 -1.40210 -3.18099 0.1189
H 4.20889 -2.05143 -4.19785 0.1145
H 6.07889 -2.82701 -2.76876 0.1151
H 5.73918 -3.06243 -0.26152 0.1131
H 5.01443 -3.23325 1.72525 0.0880
H 3.75035 -2.75419 2.89228 0.1059
H 3.64280 -4.31933 2.04911 0.1112
H 1.36610 -2.48873 1.85231 0.1293
H -2.18674 -1.42758 -1.95055 0.1338
H -4.28969 -2.35539 -1.08291 0.1105
```

As for the LUMO energy: -4.548 eV. Its total charge is +1. For the molar mass, the calculation gives 567.80 g/mol. As for the HOMO-LUMO gap: 4.0864 eV.